Record 1
Computed, not measured: an isolated molecule of C5H10N2S, with ωB97M-V/def2-TZVPD.

The value obtained for the LUMO energy is 0.200 eV. Its SMILES is CC1(C)CN=[N+]([S-])C1. Its gap between HOMO and LUMO is 8.514 eV. Its largest force on an atom is 5.00 eV/A. The total energy comes out at -19159.216 eV. The multiplicity is 1.

Each line ends with the Löwdin charge.
Element x y z (Å)
C1 -0.029 -1.469 0.145  -0.030
C2 0.945 0.649 0.270  -0.269
C3 -0.327 -0.054 0.001  -0.592
C4 -1.368 0.502 1.084  -0.013
C5 -0.773 0.254 -1.461  -0.045
N1 1.741 -1.460 0.122  0.115
N2 2.032 -0.249 0.073  -0.726
S1 3.512 0.502 -0.068  0.528
H1 -0.296 -1.924 1.211  0.154
H2 -0.099 -2.075 -0.797  0.116
H3 0.940 1.523 -0.404  0.128
H4 1.116 1.039 1.219  0.102
H5 -2.225 -0.224 1.139  0.102
H6 -1.625 1.445 0.806  0.037
H7 -0.959 0.561 2.083  0.078
H8 -1.669 -0.371 -1.826  0.107
H9 0.161 -0.007 -2.045  0.104
H10 -1.078 1.357 -1.554  0.105


Record 2
Computed, not measured: a structure of composition C22H16BrN2O5Tl, with ωB97M-V/def2-TZVPD.

The value obtained for the LUMO energy is -0.765 eV. Its gap between HOMO and LUMO is 7.778 eV. Its largest force on an atom is 0.98 eV/A. The total energy comes out at -111025.191 eV. The multiplicity is 1.

Each line ends with the Löwdin charge.
Element x y z (Å)
Tl1 -0.566 -0.204 -1.763  1.026
C1 -0.805 3.232 -1.136  -0.077
O1 -1.268 4.076 -0.085  -0.055
C2 -1.781 3.459 1.009  -0.207
C3 -2.842 4.072 1.653  0.026
C4 -3.428 3.559 2.813  -0.053
C5 -2.973 2.386 3.370  -0.006
C6 -1.910 1.757 2.728  -0.124
C7 -1.188 0.574 2.996  0.097
N1 -0.252 0.419 2.096  -0.059
N2 0.672 -0.513 2.105  0.137
C8 1.437 -0.829 1.057  -0.455
O2 1.329 -0.399 -0.112  -0.198
C9 2.494 -1.836 1.386  -0.196
C10 3.263 -2.348 0.346  -0.027
C11 4.247 -3.288 0.600  -0.076
C12 4.473 -3.722 1.898  -0.086
C13 3.710 -3.215 2.942  -0.118
C14 2.725 -2.276 2.689  -0.129
C15 -1.315 2.277 1.579  -0.105
O3 -0.286 1.478 1.171  0.096
H1 -0.670 3.873 -2.002  0.102
H2 -1.547 2.460 -1.359  0.057
H3 0.150 2.771 -0.871  0.081
H4 -3.221 4.980 1.203  0.129
H5 -4.260 4.089 3.257  0.111
H6 -3.413 1.956 4.259  0.122
H7 -1.312 -0.158 3.776  0.165
H8 3.071 -1.998 -0.661  0.115
H9 4.842 -3.685 -0.213  0.104
H10 5.246 -4.454 2.098  0.104
H11 3.885 -3.554 3.955  0.105
H12 2.123 -1.878 3.493  0.104
Br1 0.683 -4.492 2.158  0.867
C16 -1.149 -4.044 1.887  -0.632
C17 -2.135 -4.958 2.220  -0.133
C18 -3.464 -4.597 2.041  -0.073
C19 -3.794 -3.345 1.542  -0.022
C20 -2.793 -2.454 1.179  -0.130
C21 -1.460 -2.807 1.354  -0.077
C22 -3.144 -1.107 0.570  -0.633
O4 -4.108 -0.491 1.005  0.041
O5 -2.343 -0.716 -0.356  -0.310
H13 -1.868 -5.931 2.608  0.097
H14 -4.245 -5.304 2.295  0.104
H15 -4.826 -3.044 1.419  0.118
H16 -0.670 -2.125 1.069  0.076


Record 3
Computed, not measured: a structure of composition C22H28F10N4OPtSSi, with ωB97M-V/def2-TZVPD.

The value obtained for the LUMO energy is -0.162 eV. Its gap between HOMO and LUMO is 6.669 eV. Its largest force on an atom is 0.49 eV/A. The total energy comes out at -80414.443 eV. The multiplicity is 1.

Each line ends with the Löwdin charge.
Element x y z (Å)
Pt1 0.150 0.015 -0.150  0.909
C1 4.865 -0.198 -0.794  -0.158
Si1 3.551 0.276 0.456  0.381
C2 3.402 2.143 0.411  -0.208
C3 4.155 -0.143 2.192  -0.183
N1 2.079 -0.571 0.037  -0.264
C4 2.318 -1.915 -0.307  -0.355
C5 3.025 -2.789 0.524  -0.067
C6 3.396 -4.061 0.115  -0.097
C7 3.057 -4.516 -1.149  -0.094
C8 2.328 -3.687 -1.992  -0.027
C9 1.974 -2.429 -1.560  -0.252
F1 1.303 -1.633 -2.431  0.023
H1 5.847 0.207 -0.533  0.031
H2 4.593 0.183 -1.781  0.034
H3 4.962 -1.282 -0.871  0.027
H4 2.667 2.536 1.117  0.007
H5 4.377 2.559 0.683  0.033
H6 3.149 2.509 -0.580  -0.011
H7 4.823 -1.005 2.190  0.023
H8 3.317 -0.366 2.856  0.030
H9 4.710 0.696 2.622  0.022
H10 3.265 -2.452 1.522  0.096
H11 3.940 -4.703 0.796  0.102
H12 3.348 -5.504 -1.479  0.097
H13 2.026 -4.005 -2.981  0.118
C10 -0.650 4.093 1.652  -0.062
N2 0.000 3.144 0.772  -0.044
C11 -0.146 3.101 -0.554  -0.726
S1 0.611 1.842 -1.451  0.706
N3 -0.856 4.071 -1.136  -0.014
C12 -1.059 4.229 -2.567  -0.072
H14 -0.520 3.756 2.676  0.096
H15 -1.723 4.154 1.449  0.085
H16 -0.205 5.087 1.563  0.093
H17 0.429 2.314 1.163  0.086
H18 -1.149 4.840 -0.555  0.124
H19 -0.683 3.345 -3.074  0.045
H20 -0.526 5.105 -2.935  0.090
H21 -2.123 4.337 -2.774  0.086
F2 -1.535 -2.081 -1.521  0.131
C13 -1.533 -3.127 -0.684  -0.533
F3 -0.595 -3.973 -1.119  0.174
F4 -2.717 -3.746 -0.824  0.159
C14 -1.260 -2.666 0.798  -0.308
O1 -0.416 -1.636 0.948  -0.237
C15 -2.662 -2.354 1.454  -0.533
F5 -2.509 -1.558 2.519  0.151
F6 -3.336 -3.435 1.857  0.168
F7 -3.468 -1.689 0.595  0.140
C16 -0.681 -3.906 1.565  -0.547
F8 0.604 -4.080 1.302  0.186
F9 -0.803 -3.721 2.891  0.163
F10 -1.323 -5.048 1.260  0.158
C17 -5.863 2.122 -0.358  -0.035
C18 -4.452 1.616 -0.312  -0.254
C19 -3.791 1.215 -1.470  -0.003
C20 -2.506 0.720 -1.392  -0.132
N4 -1.851 0.607 -0.230  -0.137
C21 -2.476 0.981 0.887  -0.138
C22 -3.760 1.493 0.886  -0.011
H22 -6.030 2.745 -1.236  0.083
H23 -6.111 2.694 0.534  0.080
H24 -6.555 1.279 -0.418  0.094
H25 -4.281 1.275 -2.433  0.122
H26 -1.970 0.390 -2.271  0.110
H27 -1.925 0.834 1.806  0.118
H28 -4.223 1.767 1.825  0.122


Record 4
Computed, not measured: a structure of composition C33H31MoN6O6S2, with ωB97M-V/def2-TZVPD.

The value obtained for the LUMO energy (spin up / spin down) is -11.410 / -11.407 eV. Its gap between HOMO and LUMO (spin up / spin down) is 4.700 / 4.703 eV. Its largest force on an atom is 5.50 eV/A. The total energy comes out at -79446.577 eV. The multiplicity is 1. The charge is +3.

Each line ends with the Löwdin charge.
Element x y z (Å)
Mo1 1.175 0.669 -0.453  1.353
C1 3.114 3.621 -0.994  -0.028
O1 1.956 3.020 -0.416  -0.245
C2 1.116 3.913 0.292  -0.214
C3 1.488 5.152 0.729  0.014
C4 0.514 5.896 1.449  -0.002
C5 -0.765 5.378 1.604  -0.056
C6 -1.151 4.204 1.012  -0.029
C7 -0.242 3.444 0.366  -0.184
N1 -0.520 2.224 -0.398  -0.008
N2 -1.531 2.349 -1.175  0.160
C8 -1.786 1.447 -2.049  -0.169
C9 -0.698 0.747 -2.798  -0.221
O2 0.507 0.697 -2.331  -0.198
C10 -0.956 0.244 -4.115  0.030
C11 -2.235 0.009 -4.483  0.048
C12 -3.348 0.508 -3.711  -0.142
C13 -4.589 0.163 -4.085  -0.020
C14 -5.673 0.570 -3.336  0.010
C15 -5.533 1.289 -2.116  0.022
C16 -4.223 1.691 -1.776  0.020
C17 -3.103 1.244 -2.473  -0.093
H1 2.770 4.485 -1.621  0.144
H2 3.777 3.929 -0.224  0.092
H3 3.627 2.845 -1.546  0.083
H4 2.498 5.497 0.513  0.128
H5 0.834 6.788 2.033  0.145
H6 -1.460 5.838 2.327  0.138
H7 -2.193 3.811 1.119  0.147
H8 -0.152 0.072 -4.801  0.133
H9 -2.456 -0.431 -5.486  0.160
H10 -4.781 -0.537 -4.868  0.132
H11 -6.664 0.275 -3.688  0.134
H12 -6.383 1.529 -1.533  0.112
H13 -4.145 2.248 -0.857  0.114
N3 -1.095 -9.056 -3.913  0.216
C18 -1.213 -7.971 -3.572  -0.158
C19 -1.198 -6.696 -2.924  -0.174
C20 -0.168 -6.441 -1.985  0.003
C21 -0.089 -5.338 -1.155  0.011
C22 -0.977 -4.318 -1.482  -0.214
C23 -1.958 -4.468 -2.436  -0.002
C24 -2.130 -5.657 -3.155  0.034
N4 -0.862 -3.049 -0.814  0.041
C25 -1.866 -2.229 -0.174  0.060
C26 -1.291 -1.034 -0.005  -0.133
N5 0.003 -1.083 -0.378  -0.106
C27 0.217 -2.275 -0.924  -0.090
H14 0.563 -7.290 -1.857  0.154
H15 0.566 -5.266 -0.300  0.128
H16 -2.613 -3.614 -2.679  0.128
H17 -2.936 -5.693 -3.788  0.101
H18 -2.727 -2.732 0.149  0.133
H19 -1.706 -0.139 0.464  0.129
H20 1.110 -2.600 -1.403  0.148
O3 1.080 1.013 1.460  -0.195
C28 1.720 1.108 2.564  -0.406
C29 2.570 0.025 3.019  -0.083
C30 2.117 -0.743 4.260  -0.178
C31 2.359 -0.088 5.556  -0.164
C32 1.636 1.345 5.703  -0.104
C33 2.244 2.310 4.664  -0.078
N6 1.572 2.116 3.339  0.176
H21 3.477 0.508 3.361  0.133
H22 2.880 -0.640 2.151  0.118
H23 2.622 -1.682 4.252  0.121
H24 1.051 -0.950 4.165  0.132
H25 3.347 0.229 5.576  0.085
H26 2.221 -0.764 6.445  0.153
H27 1.805 1.751 6.681  0.114
H28 0.539 1.237 5.562  0.129
H29 3.264 2.117 4.560  0.112
H30 1.954 3.288 4.910  0.120
H31 1.116 2.930 2.941  0.163
O4 5.450 -2.576 -0.598  -0.229
S1 4.799 -3.238 0.491  0.661
O5 3.430 -2.924 0.660  -0.307
O6 5.373 -4.206 1.308  -0.153
S2 2.954 -0.045 -0.807  0.563


Record 5
Computed, not measured: a structure of composition C5H13O4, with ωB97M-V/def2-TZVPD.

The value obtained for the LUMO energy is 3.425 eV. Its gap between HOMO and LUMO is 7.776 eV. Its largest force on an atom is 3.76 eV/A. The total energy comes out at -13584.874 eV. The multiplicity is 1. The charge is -1.

Each line ends with the Löwdin charge.
Element x y z (Å)
O1 1.309 -2.473 -3.280  0.001
C1 1.349 -2.094 -2.103  -0.280
C2 0.540 -1.047 -1.482  -0.163
C3 0.068 -1.402 -0.018  -0.169
C4 1.196 -0.997 0.961  -0.212
C5 1.042 0.505 1.353  -0.439
O2 -0.128 0.727 1.948  -0.234
H1 2.202 -2.352 -1.556  0.094
H2 -0.302 -0.693 -2.056  0.105
H3 1.252 -0.090 -1.409  0.166
H4 -0.265 -2.443 0.073  0.104
H5 -0.755 -0.701 0.226  0.105
H6 0.961 -1.478 1.906  0.086
H7 2.322 -1.156 0.855  0.116
H8 1.662 0.755 2.291  0.113
H9 1.353 1.218 0.614  0.085
H10 -3.080 2.141 -0.076  0.013
H11 -2.547 3.380 -0.797  0.018
O3 -3.397 2.843 -0.817  -0.243
H12 -2.020 2.377 1.460  -0.021
H13 -0.957 1.143 1.166  -0.031
O4 -1.804 1.835 0.741  -0.215


Record 6
Computed, not measured: a structure of composition C15H17NO3OsS, with ωB97M-V/def2-TZVPD.

The value obtained for the LUMO energy (spin up / spin down) is 0.446 / -2.596 eV. Its gap between HOMO and LUMO (spin up / spin down) is 5.163 / 5.413 eV. Its largest force on an atom is 5.40 eV/A. The total energy comes out at -36758.236 eV. The multiplicity is 5.

Each line ends with the Löwdin charge.
Element x y z (Å)
C1 -3.174 2.650 -0.733  -0.182
C2 -2.631 2.644 -2.075  -0.197
C3 -1.220 2.907 -1.988  -0.189
C4 -0.884 3.076 -0.591  -0.208
C5 -2.099 2.917 0.182  -0.172
Os1 -1.672 1.049 -0.929  1.470
C6 -2.074 -0.184 -2.510  -0.216
C7 -3.303 -0.531 -1.644  -0.581
C8 -4.608 -0.716 -2.122  0.077
N1 -2.963 -0.384 -0.386  -0.045
H1 -0.527 2.979 -2.810  0.119
H2 -3.196 2.501 -2.987  0.119
H3 0.073 3.387 -0.214  0.103
H4 -2.168 2.970 1.257  0.115
H5 -4.216 2.510 -0.474  0.117
H6 -2.350 0.205 -3.498  0.060
H7 -3.230 -0.960 0.431  0.127
H8 -1.362 -1.019 -2.561  0.066
H9 -4.781 -0.885 -3.180  0.053
H10 -5.411 -0.611 -1.409  0.046
C9 4.579 -3.350 2.931  -0.054
C10 3.724 -2.369 2.193  -0.287
C11 3.973 -1.002 2.366  -0.035
C12 3.177 -0.057 1.738  -0.056
C13 2.124 -0.482 0.931  -0.266
C14 1.877 -1.839 0.715  -0.058
C15 2.687 -2.783 1.348  -0.032
S1 1.112 0.808 0.268  0.508
O1 0.430 1.444 1.389  -0.327
O2 1.874 1.645 -0.611  -0.288
O3 0.117 -0.087 -0.522  -0.489
H11 5.635 -3.218 2.664  0.086
H12 4.498 -3.188 4.013  0.086
H13 4.281 -4.375 2.702  0.075
H14 4.794 -0.663 3.004  0.116
H15 3.348 1.011 1.859  0.120
H16 1.062 -2.149 0.063  0.104
H17 2.507 -3.848 1.189  0.114


Record 7
Computed, not measured: the ion C6H15N with charge +1, with ωB97M-V/def2-TZVPD.

The value obtained for the LUMO energy (spin up / spin down) is -2.698 / -7.718 eV. Its gap between HOMO and LUMO (spin up / spin down) is 12.834 / 7.794 eV. Its largest force on an atom is 5.34 eV/A. The total energy comes out at -7945.990 eV. The multiplicity is 2. The charge is +1.

Each line ends with the Löwdin charge.
Element x y z (Å)
C1 0.726 0.690 1.808  -0.214
C2 1.909 0.100 2.604  -0.096
C3 0.765 0.025 0.423  -0.144
N1 -0.596 -0.003 -0.245  0.004
C4 -0.572 -1.088 -1.228  -0.202
C5 -1.771 -1.135 -2.230  -0.047
C6 -0.973 1.245 -0.840  -0.024
H1 0.743 1.792 1.677  0.115
H2 -0.196 0.573 2.411  0.127
H3 2.869 0.001 2.064  0.089
H4 1.776 -0.943 2.890  0.082
H5 2.023 0.732 3.479  0.081
H6 1.210 -0.963 0.365  0.124
H7 1.431 0.581 -0.260  0.158
H8 0.375 -1.061 -1.788  0.155
H9 -0.607 -2.021 -0.628  0.147
H10 -2.629 -0.699 -1.709  0.084
H11 -1.880 -2.134 -2.641  0.085
H12 -1.386 -0.561 -3.132  0.103
H13 -0.411 2.003 -0.277  0.105
H14 -0.732 1.524 -1.879  0.139
H15 -2.076 1.341 -0.866  0.131


Record 8
Computed, not measured: a cluster of 2 separate species, C12H21Cl3N3O in total, with ωB97M-V/def2-TZVPD.

The value obtained for the LUMO energy is -2.765 eV. Its gap between HOMO and LUMO is 10.101 eV. Its largest force on an atom is 7.11 eV/A. The total energy comes out at -56859.378 eV. The multiplicity is 1. The charge is +1.

Each line ends with the Löwdin charge.
Element x y z (Å)
C1 1.719 0.352 0.081  -0.190
C2 2.746 0.284 -1.198  -0.661
Cl1 3.548 -1.395 -1.073  0.561
C3 3.813 1.468 -0.982  -0.577
Cl2 3.020 3.051 -0.391  0.625
C4 4.674 1.856 -2.298  -0.310
C5 4.557 3.430 -2.690  -0.231
N1 4.651 4.640 -2.779  0.140
C6 4.319 1.004 -3.616  -0.574
Cl3 5.742 1.279 -4.797  0.583
C7 3.009 1.544 -4.401  -0.183
N2 1.827 1.727 -4.635  0.135
H1 1.339 -0.698 0.359  0.056
H2 2.330 0.724 0.998  0.082
H3 0.864 1.107 -0.119  0.077
H4 2.081 0.391 -2.123  0.105
H5 4.575 1.082 -0.196  0.128
H6 5.793 1.641 -2.067  0.151
H7 4.289 -0.140 -3.449  0.097
C8 -1.798 -1.605 0.925  0.006
N3 -3.190 -1.679 1.531  -0.349
C9 -3.437 -3.113 1.966  0.014
C10 -4.213 -1.302 0.486  0.022
C11 -3.301 -0.785 2.782  -0.077
C12 -3.131 0.714 2.526  -0.218
O1 -1.847 1.001 1.991  -0.073
H8 -1.689 -2.434 0.222  0.112
H9 -1.690 -0.670 0.379  0.096
H10 -1.062 -1.693 1.725  0.114
H11 -3.370 -3.759 1.089  0.112
H12 -4.435 -3.174 2.404  0.113
H13 -2.678 -3.388 2.701  0.115
H14 -3.994 -0.299 0.119  0.107
H15 -5.203 -1.339 0.943  0.117
H16 -4.144 -2.017 -0.336  0.116
H17 -2.531 -1.137 3.474  0.143
H18 -4.285 -0.976 3.217  0.141
H19 -3.229 1.245 3.478  0.138
H20 -3.898 1.098 1.847  0.121
H21 -1.773 1.965 1.905  0.117


The highest multiplicity belongs to which entry?
C15H17NO3OsS